Entry 1:
{
  "formula": "C3H9NO2",
  "method": "ωB97M-V/def2-TZVPD",
  "symbols": ["O", "O", "N", "C", "C", "C", "H", "H", "H", "H", "H", "H", "H", "H", "H"],
  "coordinates": [[-0.02816, -1.15066, 0.45261], [-2.33918, -0.97968, -1.29396], [2.10368, -0.54454, 0.02775], [-0.55394, 1.77507, -0.13710], [0.84615, -0.29570, 0.45718], [0.52484, 1.16500, 0.77500], [2.62901, 0.25043, -0.28129], [2.57948, -1.40978, 0.11366], [-0.19797, 1.68934, -1.16055], [0.25648, 1.26541, 1.82502], [1.45536, 1.68932, 0.54327], [-1.49607, 1.25800, 0.03288], [-0.70605, 2.81344, 0.15252], [-3.25788, -1.02131, -1.00215], [-1.80993, -1.10836, -0.49176]],
  "forces_ev_per_a": [[0.3, -0.1, 0.7], [-0.3, 0.0, 0.2], [0.4, 1.1, 0.1], [0.2, -0.5, 0.9], [-1.7, -0.1, -0.7], [0.7, 0.0, -0.9], [0.4, 0.0, 0.3], [-0.1, -0.8, -0.2], [-0.5, 0.1, -0.2], [0.2, -0.1, 0.0], [0.0, 0.4, 0.6], [0.0, -0.1, -0.4], [0.1, 0.1, -0.2], [0.2, 0.0, -0.1], [0.1, 0.0, -0.1]],
  "mulliken_charge": [-0.665, -0.632, -0.352, -1.071, 0.548, -0.353, 0.180, 0.221, 0.299, 0.279, 0.257, 0.268, 0.354, 0.312, 0.354],
  "smiles": "CCC(N)=O.O",
  "orbital_gap_ev": 10.79,
  "spin_multiplicity": 1,
  "lumo_energy_ev": 0.8,
  "e_homo_ev": -9.978
}

Entry 2:
{
  "formula": "C6H10N3O3",
  "method": "ωB97M-V/def2-TZVPD",
  "symbols": ["O", "O", "O", "N", "N", "N", "C", "C", "C", "C", "C", "C", "H", "H", "H", "H", "H", "H", "H", "H", "H", "H"],
  "coordinates": [[1.62933, -1.65400, 1.71895], [3.95427, -1.42220, 0.03643], [3.49792, -0.40889, -2.47282], [1.57685, 0.32918, -2.02431], [2.59690, -0.34209, -1.71026], [0.43356, 0.23666, -1.17729], [-0.63314, -0.29621, -1.99399], [1.63116, -1.09958, 0.54684], [0.06439, 1.74530, -0.93376], [0.56741, -0.38971, 0.08313], [0.94490, -1.17182, 2.80391], [2.85182, -1.13956, -0.15120], [0.44417, 2.12520, -1.82675], [0.94163, -0.11738, 2.70584], [-0.35499, -1.31831, -2.14168], [-1.55206, -0.20205, -1.31911], [-0.29806, -0.35075, 0.68781], [-0.02524, -1.57813, 2.90620], [1.54646, -1.48741, 3.70971], [-0.56998, 0.17385, -2.95448], [-0.97959, 1.82249, -0.94731], [0.62465, 2.12407, -0.08048]],
  "forces_ev_per_a": [[2.0, -2.1, -0.7], [0.1, -0.4, 0.1], [1.5, -0.2, -0.4], [-0.4, 0.5, -1.1], [-0.5, -1.1, 1.8], [1.2, 2.8, 1.2], [-1.6, -1.2, 1.3], [-3.0, 1.4, 0.1], [1.5, -1.4, 0.3], [1.4, -1.6, 0.6], [1.0, -0.1, 2.5], [1.4, 1.0, -2.4], [0.5, 1.3, -1.3], [-0.3, 1.3, 0.4], [-0.3, -0.9, -0.2], [0.8, -0.2, -1.7], [-0.9, 0.2, 0.4], [-1.2, -0.4, -0.1], [-0.8, 0.5, -1.0], [-0.6, 0.6, -0.3], [-1.4, 0.2, 0.6], [-0.3, -0.1, 0.0]],
  "mulliken_charge": [-0.404, -0.273, -0.574, -0.916, 0.826, 0.392, -0.677, 0.253, -0.718, -0.417, -0.831, 0.464, 0.445, 0.425, 0.372, 0.362, 0.658, 0.343, 0.266, 0.354, 0.329, 0.321],
  "smiles": "COC1=C[N+](C)(C)N=[N+]([O-])C1=O",
  "orbital_gap_ev": 9.13,
  "spin_multiplicity": 1,
  "lumo_energy_ev": -5.2,
  "total_charge": 1,
  "e_homo_ev": -14.380
}

Entry 3:
{
  "formula": "C6H14N2O",
  "method": "ωB97M-V/def2-TZVPD",
  "symbols": ["O", "N", "N", "C", "C", "C", "C", "C", "C", "H", "H", "H", "H", "H", "H", "H", "H", "H", "H", "H", "H", "H", "H"],
  "coordinates": [[-2.11511, -0.02819, -0.24015], [-1.13319, -1.54963, -2.65989], [-0.94077, -0.60111, 0.25520], [0.99112, -2.51402, -1.94528], [0.24712, 1.32163, -0.84504], [-0.21118, -1.63756, -1.83626], [-0.48832, 1.21624, 2.19190], [0.10808, 0.14982, 0.06876], [0.86138, 1.50070, 2.75298], [0.81580, 2.04582, 3.71013], [0.91770, -3.17536, -2.81701], [-1.09964, 0.48144, 2.69943], [-2.80341, -0.58043, 0.15067], [1.08627, -3.11682, -1.04020], [1.89534, -1.90884, -2.03502], [1.41306, 0.57809, 2.95974], [1.01165, -0.30286, 0.45964], [-0.71284, 1.65219, -1.23222], [0.70380, 2.14912, -0.29786], [0.89679, 1.05571, -1.68144], [-1.03990, 2.02691, 1.73144], [1.46677, 2.11389, 2.07940], [-1.87053, -0.87674, -2.42893]],
  "forces_ev_per_a": [[0.3, 0.1, -0.1], [0.1, 0.1, 0.0], [0.7, 0.5, 0.1], [0.0, -0.1, 0.1], [-0.2, 0.2, 0.4], [-0.2, -0.6, -1.2], [0.1, 0.5, 0.4], [-1.2, -0.3, 0.5], [0.2, 0.0, 0.1], [0.0, 0.0, -0.1], [0.0, 0.1, 0.1], [0.0, -0.1, -0.1], [0.1, 0.0, -0.1], [0.0, 0.0, 0.0], [0.0, 0.0, 0.0], [0.0, 0.1, 0.0], [0.0, 0.0, 0.0], [0.0, 0.0, 0.0], [0.1, 0.0, -0.1], [0.0, 0.0, 0.0], [0.0, 0.0, -0.1], [0.0, 0.0, 0.0], [0.1, -0.1, 0.1]],
  "mulliken_charge": [-0.423, -0.695, -0.440, -1.076, -1.064, 0.529, -0.688, 0.162, -0.822, 0.333, 0.358, 0.330, 0.374, 0.289, 0.237, 0.265, 0.412, 0.338, 0.322, 0.331, 0.362, 0.246, 0.323],
  "orbital_gap_ev": [7.41, 8.11],
  "spin_multiplicity": 1,
  "lumo_energy_ev": [0.7, 0.8],
  "e_homo_ev": [-6.691, -7.334]
}

Values for molecular weight, g mol⁻¹, ordered as above
91.11, 172.16, 130.19
Values for energy relative to the best compared isomer or geometry (same formula, charge and spin), kcal/mol, ordered as above
10.7, 132.3, 173.2
Values for max |F|, eV/A, ordered as above
1.86, 3.34, 1.35